# 1
DFT (the ωB97M-V functional and the def2-TZVPD basis) results for a molecular structure, C44H32F14N3O7PPdS2.

Total charge: -2
ΔE to the lowest compared entry with this formula, charge and spin (kJ/mol): 22.0
Kohn-Sham gap (hartree): 0.2474
Maximum force (eV Å⁻¹): 0.71
Highest occupied orbital energy (eV): -2.88

```
104
Properties=species:S:1:pos:R:3:lowdin_charge:R:1
Pd 0.651 0.204 -0.055 0.6146
C 3.849 7.823 1.108 -0.0693
C 3.274 6.446 1.331 -0.2919
C 2.428 5.860 0.391 -0.0400
C 1.908 4.591 0.592 -0.0391
C 2.225 3.891 1.749 -0.2519
C 3.071 4.455 2.692 -0.0523
C 3.590 5.728 2.479 -0.0580
S 1.507 2.271 2.007 0.5339
O 1.957 1.881 3.329 -0.3236
O 0.085 2.451 1.797 -0.3328
N 2.094 1.413 0.822 -0.3293
C 3.412 0.783 1.029 -0.1889
C 3.674 -0.497 0.198 -0.6783
O 4.858 -0.852 0.140 -0.0406
O 2.685 -1.093 -0.346 -0.1592
H 3.517 8.236 0.155 0.0662
H 4.941 7.799 1.101 0.0727
H 3.542 8.512 1.900 0.0720
H 2.179 6.403 -0.516 0.1059
H 1.265 4.124 -0.146 0.0825
H 3.308 3.890 3.585 0.1048
H 4.255 6.166 3.219 0.1046
H 3.540 0.471 2.062 0.0856
H 4.211 1.484 0.778 0.1089
F -3.847 5.769 -0.960 0.0944
C -2.878 4.846 -1.085 -0.1508
C -1.827 5.054 -1.952 -0.1523
F -1.766 6.195 -2.664 0.0914
C -0.842 4.097 -2.081 -0.2662
F 0.158 4.357 -2.940 0.0558
C -0.845 2.893 -1.370 -0.4914
S 0.462 1.779 -1.701 0.7209
C -1.926 2.720 -0.493 -0.2394
F -2.068 1.609 0.216 0.0804
C -2.919 3.675 -0.359 -0.1400
F -3.950 3.460 0.472 0.1064
C -0.235 0.324 5.172 -0.0739
C 0.702 -0.875 5.294 -0.1622
C 0.502 -1.938 4.190 -0.3037
C 1.332 -3.187 4.527 -0.1798
C 1.276 -4.254 3.442 -0.0774
C -0.957 -2.313 4.194 -0.4480
O -1.497 -2.914 5.110 0.0642
N -1.657 -1.905 3.103 0.2180
C -1.148 -1.268 1.953 -0.5192
O -1.984 -1.060 1.072 -0.0322
N 0.165 -0.999 1.849 0.1319
C 1.025 -1.349 2.859 -0.4283
O 2.227 -1.218 2.772 0.0863
H -0.039 1.041 5.973 0.0743
H -1.282 0.019 5.254 0.0734
H -0.087 0.847 4.227 0.0538
H 0.556 -1.373 6.256 0.1141
H 1.742 -0.551 5.228 0.1208
H 0.961 -3.578 5.476 0.1123
H 2.363 -2.858 4.666 0.1187
H 0.247 -4.574 3.245 0.0778
H 1.850 -5.138 3.728 0.0743
H 1.698 -3.868 2.513 0.0677
H -2.641 -2.118 3.065 0.1552
F 1.634 -2.205 -7.594 0.1181
C 2.228 -2.701 -6.482 -0.5792
F 3.515 -2.322 -6.533 0.1303
F 2.216 -4.047 -6.634 0.1221
C 1.533 -2.269 -5.234 -0.1375
C 0.167 -2.507 -5.125 -0.0202
C -0.499 -2.134 -3.973 -0.0726
C 0.181 -1.506 -2.927 -0.3164
C 1.550 -1.287 -3.042 -0.0554
C 2.225 -1.670 -4.196 0.0176
P -0.672 -1.076 -1.342 0.9972
C -2.266 -0.453 -2.022 -0.3120
C -3.505 -0.663 -1.417 -0.0731
C -4.651 -0.061 -1.911 -0.0001
C -4.576 0.782 -3.009 -0.1355
C -3.355 1.006 -3.623 0.0003
C -2.215 0.384 -3.139 -0.0982
C -5.811 1.415 -3.552 -0.5783
F -6.400 0.643 -4.502 0.1176
F -6.750 1.622 -2.611 0.1291
F -5.572 2.603 -4.139 0.1304
C -0.916 -2.795 -0.787 -0.3110
C 0.190 -3.363 -0.154 -0.0507
C 0.163 -4.700 0.217 0.0003
C -0.967 -5.463 -0.031 -0.1330
C -2.073 -4.903 -0.659 -0.0140
C -2.044 -3.573 -1.042 -0.0590
C -1.027 -6.903 0.351 -0.5787
F -1.110 -7.713 -0.735 0.1185
F -2.117 -7.188 1.099 0.1234
F 0.042 -7.313 1.050 0.1322
H -0.368 -2.983 -5.939 0.1178
H -1.563 -2.327 -3.889 0.1094
H 2.097 -0.857 -2.208 0.0675
H 3.291 -1.505 -4.272 0.1241
H -3.566 -1.253 -0.517 0.0918
H -5.599 -0.220 -1.413 0.1202
H -3.285 1.677 -4.469 0.1230
H -1.263 0.590 -3.611 0.0888
H 1.076 -2.754 0.041 0.0947
H 1.021 -5.142 0.705 0.1129
H -2.952 -5.508 -0.847 0.1189
H -2.903 -3.144 -1.541 0.0950
```

# 2
DFT (the ωB97M-V functional and the def2-TZVPD basis) results for 14 unconnected molecules or ions with the total composition C6H37NO13.

Total charge: 0
ΔE to the lowest compared entry with this formula, charge and spin (kJ/mol): 360.6
Kohn-Sham gap (hartree): 0.3528
Maximum force (eV Å⁻¹): 1.99
Highest occupied orbital energy (eV): -9.46

```
57
Properties=species:S:1:pos:R:3:lowdin_charge:R:1
C 0.694 -3.301 -2.696 -0.0898
C -0.003 -2.252 -1.828 -0.2336
C 0.873 -1.042 -1.430 -0.1547
C 0.150 -0.133 -0.463 -0.3730
C -0.909 -0.463 0.274 0.0543
C 1.136 1.644 0.595 0.0031
N 0.609 1.215 -0.477 0.0306
H 0.729 -3.138 -3.770 0.0750
H 1.744 -3.333 -2.384 0.0618
H 0.253 -4.259 -2.426 0.0671
H -0.840 -1.830 -2.398 0.1121
H -0.446 -2.694 -0.938 0.0889
H 1.865 -1.285 -1.074 0.0841
H 0.947 -0.497 -2.373 0.0923
H -1.347 0.267 0.945 0.0385
H -1.444 -1.393 0.157 0.0372
H 1.606 2.601 0.761 0.0751
H 1.279 0.929 1.403 0.0667
H 1.148 2.456 3.748 0.0001
H 1.157 3.945 3.774 0.0362
O 1.227 3.218 3.157 -0.0645
H 2.608 -1.561 2.387 -0.0159
H 1.460 -2.455 1.771 0.0198
O 2.047 -2.349 2.520 -0.0747
H -2.299 -1.165 2.555 0.0115
H -2.331 -0.519 3.930 0.0264
O -2.852 -0.662 3.139 -0.0301
H 4.285 -0.373 1.331 0.0794
H 3.080 -0.515 0.494 0.0412
O 3.327 -0.296 1.400 -0.0374
H -2.022 0.809 -2.036 0.0093
H -0.883 1.796 -1.893 0.0366
O -1.425 1.356 -2.565 -0.0593
H -3.281 2.761 1.542 0.0775
H -2.846 1.339 1.361 0.0147
O -2.483 2.233 1.409 -0.0473
H -4.031 0.988 -1.814 0.0416
H -3.224 1.156 -0.500 0.0109
O -3.667 0.530 -1.079 -0.0253
H 1.919 -0.446 4.033 0.0166
H 0.598 0.055 4.401 0.0291
O 1.508 0.364 4.357 -0.0428
H -2.120 1.455 4.555 0.0223
H -1.558 1.759 3.082 -0.0055
O -1.498 1.951 4.027 -0.0553
H -3.992 -3.265 0.627 0.0368
H -3.541 -2.693 -0.765 0.0409
O -3.472 -2.597 0.187 -0.0462
H 2.937 -0.618 -2.632 -0.0163
H 4.148 -1.230 -3.193 0.0501
O 3.513 -1.377 -2.481 -0.0718
H -0.101 1.753 -4.951 0.0467
H -0.609 0.677 -3.992 0.0117
O -0.291 0.817 -4.913 -0.0729
H 2.210 1.263 -3.484 0.0388
H 1.466 0.536 -4.667 0.0027
O 2.321 0.643 -4.211 -0.0713
```